{
  "formula": "C23H50N3O5",
  "method": "ωB97M-V with the def2-TZVPD basis set",
  "homo_energy_ev": -11.9,
  "homo_lumo_gap_ev": 9.334,
  "energy_ev": -39364.049,
  "total_charge": 1,
  "e_lumo_ev": -2.574,
  "de_lowest_kcal_mol": 0.0,
  "symbols": ["C", "C", "N", "C", "C", "N", "C", "C", "C", "C", "C", "N", "C", "C", "O", "H", "H", "H", "H", "H", "H", "H", "H", "H", "H", "H", "H", "H", "H", "H", "H", "H", "H", "C", "C", "C", "O", "H", "H", "H", "H", "H", "H", "H", "H", "C", "C", "C", "O", "H", "H", "H", "H", "H", "H", "H", "H", "C", "C", "C", "O", "H", "H", "H", "H", "H", "H", "H", "H", "C", "C", "C", "O", "H", "H", "H", "H", "H", "H", "H", "H"],
  "coordinates": [[-0.863505, -1.398353, 2.140487], [-1.547992, -0.717600, 1.237541], [-1.418016, -1.006330, -0.152576], [-1.066006, -2.240097, -0.654845], [-1.045450, -2.167676, -1.993265], [-1.397830, -0.866700, -2.300734], [-1.621592, -0.163159, -1.179426], [-1.987969, 1.291341, -1.281206], [-2.639656, 1.970635, -0.080515], [-4.084541, 1.551195, 0.263628], [-5.012550, 1.265449, -0.913940], [-4.885213, -0.064544, -1.515447], [-4.999812, -1.156512, -0.687603], [-6.159494, -1.243219, 0.251669], [-4.171756, -2.048694, -0.732099], [-0.219371, -2.230782, 1.909563], [-0.977896, -1.134890, 3.178253], [-2.247051, 0.022973, 1.566318], [-0.835558, -3.114235, -0.076143], [-0.815552, -2.936197, -2.701877], [-1.483504, -0.506669, -3.236850], [-2.610623, 1.385541, -2.165914], [-1.066474, 1.830061, -1.503330], [-2.664421, 3.031803, -0.314253], [-1.989443, 1.902075, 0.782340], [-4.067272, 0.730807, 0.980502], [-4.519931, 2.393104, 0.796792], [-4.879048, 2.037058, -1.666820], [-6.037948, 1.376265, -0.572187], [-4.095816, -0.176858, -2.130281], [-5.858102, -1.015293, 1.267647], [-6.993563, -0.624169, -0.062134], [-6.481031, -2.279164, 0.245238], [-2.810172, -7.101418, 1.470763], [-2.130244, -5.801532, 1.866139], [-2.897711, -5.078275, 2.961778], [-1.992397, -4.950660, 0.720890], [-3.813328, -6.905005, 1.082723], [-2.247860, -7.604213, 0.684048], [-2.896669, -7.776463, 2.322174], [-1.115781, -6.009800, 2.207264], [-3.903109, -4.821304, 2.617333], [-2.396907, -4.146863, 3.232125], [-2.987274, -5.695918, 3.855397], [-2.877815, -4.749358, 0.394939], [1.564646, 4.908431, 2.694906], [0.101581, 4.508347, 2.789364], [-0.123338, 3.460142, 3.868048], [-0.357521, 4.016807, 1.524380], [2.181490, 4.043484, 2.434206], [1.706910, 5.657977, 1.916594], [1.925145, 5.315412, 3.639683], [-0.504482, 5.388300, 3.003946], [0.444346, 2.552225, 3.641060], [-1.178028, 3.184802, 3.921226], [0.189231, 3.824265, 4.846581], [0.171593, 3.240105, 1.312928], [2.724785, -0.809060, 0.031313], [3.367355, -0.712148, -1.340940], [3.368298, 0.716637, -1.858335], [2.662660, -1.574510, -2.238232], [1.678867, -0.482458, -0.035082], [2.725609, -1.842749, 0.380437], [3.233951, -0.193394, 0.774007], [4.392367, -1.081191, -1.302062], [2.340159, 1.089546, -1.949209], [3.821173, 0.769056, -2.846734], [3.921388, 1.380243, -1.195786], [1.755184, -1.255124, -2.267551], [8.286746, 2.905326, -1.781276], [7.258731, 2.152247, -2.610930], [7.551909, 2.263904, -4.098822], [5.943552, 2.640833, -2.329771], [8.272071, 3.969695, -2.030474], [8.061788, 2.815455, -0.718179], [9.293329, 2.524918, -1.957197], [7.254158, 1.101162, -2.318638], [7.515147, 3.309124, -4.417296], [6.806188, 1.719081, -4.678654], [8.538097, 1.865823, -4.339199], [5.918165, 3.570931, -2.578416]],
  "forces_ev_per_a": [[-0.15, 0.02, -0.04], [0.56, -0.58, 0.56], [-0.35, 0.61, -0.32], [0.43, -0.65, -0.12], [-0.09, 0.43, 0.22], [0.09, -0.32, 0.14], [-0.20, -0.20, -0.49], [0.32, -0.26, 0.59], [-0.55, 0.11, -0.37], [0.52, 0.24, 0.12], [-0.34, -0.05, 0.19], [0.05, 0.48, 0.19], [0.41, -0.29, 0.11], [-0.34, -0.04, -0.26], [0.16, -0.31, -0.23], [0.23, 0.03, -0.10], [-0.10, -0.06, 0.14], [-0.13, 0.33, -0.44], [-0.26, 0.02, 0.44], [-0.02, 0.03, -0.28], [-0.01, 0.17, 0.01], [-0.11, 0.10, -0.16], [0.14, 0.04, -0.06], [0.10, 0.13, -0.11], [0.06, 0.04, 0.21], [-0.25, -0.25, -0.09], [-0.05, 0.06, 0.19], [0.02, -0.06, -0.31], [-0.13, 0.00, 0.03], [0.08, -0.07, -0.05], [0.05, 0.19, 0.16], [-0.05, 0.16, 0.14], [-0.04, -0.13, 0.03], [0.10, -0.04, -0.12], [-0.43, -0.07, 0.04], [0.10, 0.13, 0.01], [0.26, 0.15, 0.00], [-0.03, 0.02, 0.08], [0.03, -0.01, 0.03], [-0.02, 0.01, 0.01], [0.07, 0.06, -0.09], [-0.03, -0.08, 0.00], [0.03, -0.03, 0.02], [-0.02, 0.00, 0.00], [-0.03, 0.01, -0.01], [-0.02, 0.11, -0.12], [0.33, -0.25, 0.13], [-0.18, -0.03, -0.03], [-0.24, 0.00, -0.07], [-0.01, -0.04, 0.08], [-0.02, 0.03, 0.03], [0.01, -0.02, 0.01], [-0.08, 0.00, -0.11], [0.09, 0.04, 0.02], [0.00, 0.05, 0.02], [0.02, -0.02, 0.00], [0.12, 0.04, 0.02], [0.02, -0.16, 0.16], [-0.34, 0.31, 0.07], [-0.02, -0.10, -0.10], [0.18, -0.10, -0.08], [0.02, 0.08, 0.04], [0.02, 0.01, 0.00], [-0.01, 0.04, -0.04], [-0.04, -0.13, -0.06], [-0.02, -0.03, 0.09], [0.07, 0.02, 0.03], [0.03, 0.03, -0.04], [-0.03, 0.00, -0.05], [-0.05, -0.06, 0.15], [0.18, 0.39, -0.16], [-0.12, -0.11, -0.05], [-0.05, -0.18, 0.08], [0.04, -0.01, -0.08], [0.01, -0.04, -0.01], [0.00, 0.02, -0.01], [-0.12, -0.01, 0.04], [0.07, 0.02, 0.04], [0.02, -0.03, 0.02], [0.01, 0.02, 0.00], [0.03, 0.02, -0.01]],
  "mulliken_charge": [-1.6576, 0.6442, 1.5258, -0.0074, -1.3496, 0.1717, -0.5720, -0.9392, -0.9254, -0.4138, -1.2840, -0.0454, 0.5267, -1.1932, -0.5968, 0.3037, 0.3544, 0.0979, 0.4758, 0.5176, 0.2546, 0.6488, 0.5140, 0.4968, 0.3624, 0.2544, 0.4620, 0.4785, 0.4129, 0.3717, 0.2716, 0.3800, 0.4109, -1.3623, 0.3276, -1.1472, -0.3722, 0.3496, 0.3333, 0.3983, 0.2902, 0.3037, 0.2118, 0.4139, 0.2740, -1.2560, 0.3397, -1.2108, -0.4553, 0.3048, 0.3220, 0.3950, 0.2981, 0.2724, 0.2900, 0.4292, 0.2754, -0.8561, 0.3369, -0.9332, -0.5642, -0.0743, 0.2979, 0.4565, 0.3316, 0.1165, 0.2727, 0.3107, 0.3115, -1.3367, 0.5180, -1.3109, -0.4842, 0.3461, 0.3276, 0.3779, 0.2444, 0.3449, 0.3155, 0.3770, 0.2967]
}